The following is a DFT calculation (wB97M-V/def2-TZVPD) of 2 unconnected molecules or ions with the total composition C6H14N2O2 in a non-equilibrium geometry.

ORCA input file:
```
! RIJCOSX wB97M-V def2-TZVPD def2/J DEFGRID3
* xyz 0 1
C 1.22457 1.63720 1.36277
N 0.61813 2.35138 0.26109
C 0.63813 1.74680 -0.98772
C 0.03235 2.62058 -2.05636
O 1.31786 0.75153 -1.15140
H 1.10683 0.56533 1.16562
H 2.30298 1.78180 1.50462
H 0.78829 1.79134 2.34759
H 0.00128 3.13178 0.41054
H -0.79465 2.03332 -2.48006
H -0.34019 3.57678 -1.69023
H 0.75254 2.78581 -2.86798
C -2.10443 -1.76179 -0.95228
N -0.73806 -1.62397 -0.42270
C -0.55159 -1.86775 0.90222
C 0.88832 -1.87377 1.30577
O -1.39945 -2.25011 1.68502
H -2.31731 -2.82985 -0.94030
H -2.77848 -1.33259 -0.20588
H -2.15744 -1.38360 -1.97121
H 0.03346 -1.21087 -0.92286
H 1.48122 -2.61873 0.75012
H 1.50738 -1.01017 1.05103
H 1.10208 -1.90650 2.38158
*
```

The SMILES is CNC(C)=O.CNC(C)=O. As for the frontier orbital gap: 10.083 eV. The calculation puts the electronic energy at -497.018600 hartree. For the lowest unoccupied orbital energy, the calculation gives 0.66 eV. For the energy above the lowest of the compared OMol25 structures with the same formula, charge and spin, the calculation gives 1.059 eV.



The following is a DFT calculation (wB97M-V/def2-TZVPD) of 2 unconnected molecules or ions with the total composition C6H14N2O2 in a non-equilibrium geometry.

ORCA input file:
```
! RIJCOSX wB97M-V def2-TZVPD def2/J DEFGRID3
* xyz 0 1
C -2.23047 -1.32218 0.68039
N -1.43595 -0.85865 1.79851
C -0.08206 -1.14049 1.90975
C 0.82204 -0.51905 2.98974
O 0.39026 -1.81707 1.03189
H -1.75305 -1.99111 -0.11473
H -3.15059 -1.84014 1.04320
H -2.67293 -0.53341 0.05827
H -1.83431 -0.48622 2.64578
H 1.72255 -0.06894 2.50148
H 0.53059 0.41482 3.55806
H 1.08265 -1.14966 3.84696
C 2.41472 0.29888 -1.74842
N 0.97123 0.46116 -1.20297
C 0.14208 1.39676 -1.76533
C -1.26162 1.54461 -1.16844
O 0.44931 2.05021 -2.70723
H 2.50178 -0.09508 -2.79766
H 2.79924 1.31352 -1.76383
H 2.84407 -0.27161 -0.92236
H 0.65349 -0.41905 -0.72836
H -1.75526 0.72525 -1.75017
H -1.45048 1.33275 -0.04880
H -1.80947 2.43494 -1.68003
*
```

The SMILES is CNC(C)=O.CNC(C)=O. As for the frontier orbital gap: 9.990 eV. The calculation puts the electronic energy at -496.985415 hartree. For the lowest unoccupied orbital energy, the calculation gives 0.67 eV. For the energy above the lowest of the compared OMol25 structures with the same formula, charge and spin, the calculation gives 1.962 eV.